Below is the molecule C3H7N3O at a distorted geometry, with properties calculated with ωB97M-V/def2-TZVPD.

Cartesian coordinates (Å):
C -1.060 -0.988 0.056
C 0.303 -0.994 -0.142
C -1.766 0.141 -0.232
N 0.502 1.249 0.126
N 1.029 0.128 -0.005
N 2.404 -0.067 -0.151
O -3.078 0.243 -0.036
H -1.531 -1.873 0.292
H 0.892 -1.893 -0.206
H -1.254 1.032 -0.625
H 1.155 2.036 0.283
H 2.872 0.736 0.342
H 2.632 -0.960 0.221
H -3.100 1.211 0.077

Computed properties:
Orbital gap in eV: 7.7
HOMO level in eV: -6.73
LUMO in hartree: 0.035
Energy relative to the best compared isomer or geometry (same formula, charge and spin) in kJ/mol: 497.4